[1]
C29H28Br2FKN11O4S3Se2 | the ωB97M-V functional and the def2-TZVPD basis

Values from the calculation:
Relative energy (zero: lowest compared OMol25 entry of this formula, charge and spin)   6.1 kcal per mole
Multiplicity   1
Max |F|   4.218 eV Å⁻¹
E_LUMO   1.029 eV
Total charge   -1
Gap between HOMO and LUMO   5.5311 eV

The geometry in XYZ format:
```
81
C29H28Br2FKN11O4S3Se2 the ωB97M-V functional and the def2-TZVPD basis
K 1.73 -0.65 -0.11
C 1.52 5.42 1.02
Se 1.59 4.30 -0.61
C -0.32 4.37 -1.15
C -1.30 3.73 -0.21
Se -1.82 1.82 -0.54
C -2.97 1.67 1.03
H 1.08 6.41 0.79
H 2.58 5.53 1.35
H 0.97 4.98 1.84
H -0.30 3.87 -2.12
H -0.56 5.41 -1.36
H -2.19 4.35 -0.14
H -0.85 3.65 0.75
H -2.47 1.99 1.91
H -3.22 0.60 1.06
H -3.91 2.24 0.89
Br 2.31 0.69 7.35
C 2.05 0.85 5.47
C 0.78 1.17 4.98
C 0.63 1.23 3.60
N 1.61 0.94 2.72
C 2.85 0.78 3.22
C 3.12 0.75 4.60
C 3.99 0.63 2.29
C 5.27 0.17 2.62
C 6.23 0.00 1.61
Br 8.01 -0.62 2.09
C 5.92 0.37 0.31
C 4.63 0.83 0.09
N 3.68 0.91 1.03
H -0.09 1.36 5.65
H -0.37 1.38 3.20
H 4.10 0.46 4.98
H 5.47 -0.06 3.65
H 6.66 0.37 -0.46
H 4.29 1.14 -0.90
S -5.23 -5.05 3.15
C -4.51 -3.93 2.18
S -2.98 -4.21 1.36
C -2.88 -2.54 0.83
N -3.90 -1.84 1.30
N -4.86 -2.63 1.88
C -6.13 -1.99 2.16
C -6.11 -0.59 2.14
C -7.22 0.13 2.63
C -8.28 -0.56 3.14
C -8.36 -1.96 3.06
C -7.27 -2.70 2.57
S -1.51 -1.97 0.11
H -5.27 -0.06 1.73
H -7.19 1.20 2.58
H -9.16 -0.06 3.58
H -9.27 -2.45 3.34
H -7.26 -3.79 2.49
F 3.68 0.20 -8.35
C 2.47 0.39 -7.73
C 2.28 0.02 -6.43
N 1.03 0.23 -5.81
C 0.68 -0.60 -4.65
C 1.31 -0.31 -3.26
O 2.42 -0.88 -2.98
O 0.68 0.47 -2.43
C -0.03 0.86 -6.51
O -1.16 0.94 -6.05
N 0.25 1.23 -7.79
C 1.42 1.04 -8.51
O 1.41 1.41 -9.67
H 3.05 -0.41 -5.78
H 1.06 -1.61 -4.81
H -0.43 -0.51 -4.63
H -0.50 1.73 -8.26
N 2.18 -5.60 1.42
N 2.78 -4.77 0.46
N 3.64 -5.33 -0.47
C 4.09 -4.22 -1.13
N 3.52 -3.12 -0.70
N 2.70 -3.47 0.29
H 1.88 -6.49 1.04
H 1.42 -5.05 1.88
H 4.87 -4.18 -1.87
```

=====

[2]
C29H28I2N3O4PS2Ta | the ωB97M-V functional and the def2-TZVPD basis

Values from the calculation:
Relative energy (zero: lowest compared OMol25 entry of this formula, charge and spin)   7.0 kcal per mole
Multiplicity   1
Max |F|   0.255 eV Å⁻¹
E_LUMO   -10.329 eV
Total charge   +3
Gap between HOMO and LUMO   6.6563 eV

The geometry in XYZ format:
```
70
C29H28I2N3O4PS2Ta the ωB97M-V functional and the def2-TZVPD basis
Ta -1.26 0.31 -0.59
N -1.14 -1.14 1.11
C -0.09 -1.03 2.12
C 0.39 -2.16 2.76
C 1.32 -2.01 3.78
C 1.74 -0.74 4.16
C 1.25 0.39 3.51
C 0.34 0.24 2.46
P -0.42 1.63 1.59
C -1.69 2.29 2.67
C -2.96 1.72 2.69
C -3.90 2.11 3.64
C -3.56 3.08 4.57
C -2.29 3.64 4.57
C -1.35 3.25 3.63
C 0.87 2.85 1.32
C 2.21 2.46 1.27
C 3.20 3.41 1.12
C 2.86 4.76 1.00
C 1.53 5.15 1.03
C 0.53 4.20 1.19
H -2.06 -1.12 1.58
H -1.12 -2.07 0.68
H 0.03 -3.15 2.49
H 1.70 -2.88 4.30
H 2.44 -0.62 4.97
H 1.58 1.37 3.81
H -3.25 0.96 1.97
H -4.88 1.67 3.64
H -4.29 3.39 5.31
H -2.03 4.39 5.31
H -0.36 3.69 3.65
H 2.48 1.41 1.35
H 4.24 3.11 1.10
H 3.64 5.50 0.90
H 1.27 6.19 0.94
H -0.50 4.52 1.24
C 3.80 -2.65 -3.68
N 2.44 -2.21 -3.40
N 2.15 -1.37 -2.37
C 0.81 -1.23 -2.34
O 0.26 -0.47 -1.38
C 0.24 -1.96 -3.35
C 1.30 -2.58 -4.01
C 1.27 -3.49 -5.18
C 3.15 -0.80 -1.50
C 3.15 -1.16 -0.16
C 4.12 -0.62 0.67
C 5.07 0.25 0.16
C 5.05 0.60 -1.19
C 4.08 0.09 -2.03
H 4.31 -2.87 -2.75
H 4.34 -1.90 -4.24
H 3.73 -3.56 -4.27
H -0.81 -2.03 -3.60
H 0.25 -3.57 -5.55
H 1.61 -4.49 -4.91
H 1.91 -3.12 -5.98
H 2.44 -1.88 0.21
H 4.16 -0.91 1.71
H 5.85 0.64 0.80
H 5.81 1.27 -1.59
H 4.05 0.36 -3.07
I -0.84 2.89 -1.86
I 1.76 3.02 -2.37
O -2.80 -1.01 -0.76
S -3.44 -0.11 -1.88
O -2.15 0.15 -2.62
O -4.55 -0.64 -2.55
S -3.53 1.58 -0.76
```

=====

[3]
C29H28N2O4S2 | the ωB97M-V functional and the def2-TZVPD basis

Values from the calculation:
Relative energy (zero: lowest compared OMol25 entry of this formula, charge and spin)   2.4 kcal per mole
Multiplicity   1
Max |F|   0.937 eV Å⁻¹
SMILES   Cc1ccc(C)c(NS(=O)(=O)c2ccc3c(c2)Cc2cc(S(=O)(=O)Nc4cc(C)ccc4C)ccc2-3)c1
E_LUMO   -0.405 eV
Total charge   0
Gap between HOMO and LUMO   8.1929 eV

The geometry in XYZ format:
```
65
C29H28N2O4S2 the ωB97M-V functional and the def2-TZVPD basis
C -4.65 -3.71 -0.52
C -5.49 -2.57 -0.02
C -6.79 -2.77 0.42
C -7.55 -1.70 0.86
C -7.05 -0.40 0.86
C -7.89 0.75 1.32
C -5.73 -0.21 0.42
N -5.15 1.07 0.41
S -4.23 1.59 -0.88
O -4.28 3.02 -0.81
O -4.62 0.94 -2.10
C -2.58 1.06 -0.44
C -2.04 1.51 0.75
C -0.76 1.13 1.12
C -0.05 0.29 0.27
C -0.61 -0.16 -0.94
C -1.88 0.23 -1.30
C 0.36 -1.04 -1.67
C 1.55 -1.04 -0.76
C 2.78 -1.64 -0.93
C 3.73 -1.47 0.07
S 5.39 -2.05 -0.23
O 6.06 -2.22 1.03
O 5.38 -3.14 -1.16
N 6.08 -0.75 -1.06
C 5.75 0.53 -0.54
C 4.65 1.23 -1.05
C 4.25 2.44 -0.50
C 3.04 3.13 -1.04
C 4.98 2.95 0.56
C 6.09 2.28 1.04
C 6.50 1.06 0.50
C 7.71 0.35 1.01
C 3.48 -0.72 1.21
C 2.25 -0.11 1.38
C 1.29 -0.26 0.38
C -4.97 -1.28 -0.01
H -4.48 -3.61 -1.59
H -5.13 -4.66 -0.33
H -3.67 -3.71 -0.03
H -7.21 -3.76 0.42
H -8.56 -1.87 1.20
H -7.97 1.50 0.54
H -8.89 0.40 1.57
H -7.46 1.22 2.21
H -5.74 1.81 0.76
H -2.63 2.16 1.37
H -0.33 1.47 2.04
H -2.36 -0.09 -2.22
H 0.60 -0.64 -2.66
H -0.04 -2.05 -1.81
H 3.03 -2.24 -1.79
H 5.83 -0.86 -2.03
H 4.10 0.81 -1.88
H 2.14 2.57 -0.79
H 3.09 3.22 -2.12
H 2.94 4.13 -0.61
H 4.69 3.89 1.01
H 6.66 2.71 1.85
H 8.38 0.12 0.18
H 8.24 0.96 1.74
H 7.43 -0.59 1.47
H 4.26 -0.63 1.94
H 2.05 0.49 2.25
H -3.96 -1.10 -0.35
```

=====

[4]
C29H28N3S4SbV | the ωB97M-V functional and the def2-TZVPD basis

Values from the calculation:
Multiplicity   3
Max |F|   0.918 eV Å⁻¹
E_LUMO (spin up / spin down)   -10.397 / -9.196 eV
Total charge   +3
Gap between HOMO and LUMO (spin up / spin down)   6.0893 / 7.2765 eV

The geometry in XYZ format:
```
66
C29H28N3S4SbV the ωB97M-V functional and the def2-TZVPD basis
V -0.35 -0.02 0.11
C -3.22 1.83 -0.79
C -1.86 2.22 -1.28
N -0.73 1.54 -1.04
C 0.40 2.18 -1.59
C 0.10 3.32 -2.24
S -1.58 3.60 -2.18
C 1.67 1.50 -1.35
C 2.90 1.74 -1.82
S 3.98 0.61 -1.18
C 2.76 -0.17 -0.30
N 1.58 0.41 -0.47
C 3.06 -1.36 0.55
H -3.29 0.76 -0.66
H -3.99 2.13 -1.50
H -3.42 2.33 0.16
H 0.78 4.00 -2.74
H 3.22 2.51 -2.51
H 4.13 -1.55 0.58
H 2.57 -2.25 0.15
H 2.71 -1.20 1.56
S -0.15 -1.93 -1.13
C -1.55 -2.94 -1.28
N -1.47 -4.11 -1.84
C -2.75 -4.82 -2.11
C -3.79 -4.17 -1.18
S -3.12 -2.50 -0.80
H -0.60 -4.45 -2.22
H -2.64 -5.87 -1.89
H -3.01 -4.70 -3.16
H -3.90 -4.70 -0.24
H -4.75 -4.06 -1.66
C 0.65 -0.27 7.48
C -0.34 -1.04 6.88
C -0.53 -0.99 5.50
C 0.29 -0.15 4.76
C 1.30 0.63 5.34
C 1.47 0.56 6.71
Sb -0.07 0.10 2.72
C -1.81 -1.06 2.27
C -3.06 -0.48 2.01
C -4.21 -1.27 1.98
C -4.12 -2.64 2.22
C -2.87 -3.23 2.46
C -1.73 -2.46 2.47
C -0.84 2.06 2.52
C -0.17 2.98 1.70
C -0.60 4.30 1.63
C -1.69 4.70 2.39
C -2.35 3.80 3.22
C -1.93 2.48 3.29
H 0.79 -0.32 8.55
H -0.97 -1.68 7.48
H -1.30 -1.59 5.04
H 1.93 1.28 4.75
H 2.24 1.16 7.19
H -3.16 0.59 1.90
H -5.18 -0.82 1.80
H -5.02 -3.24 2.24
H -2.81 -4.29 2.66
H -0.77 -2.93 2.67
H 0.71 2.68 1.14
H -0.07 5.01 1.01
H -2.02 5.74 2.35
H -3.18 4.14 3.84
H -2.42 1.80 3.98
```

=====

[5]
C29H28N6O2SSbTi | the ωB97M-V functional and the def2-TZVPD basis

Values from the calculation:
Relative energy (zero: lowest compared OMol25 entry of this formula, charge and spin)   29.5 kcal per mole
Multiplicity   1
Max |F|   1.025 eV Å⁻¹
E_LUMO   -10.100 eV
Total charge   +3
Gap between HOMO and LUMO   6.8871 eV

The geometry in XYZ format:
```
68
C29H28N6O2SSbTi the ωB97M-V functional and the def2-TZVPD basis
Ti -0.32 0.19 -0.53
C 2.43 1.89 -0.70
C 1.25 2.78 -0.97
C 1.42 4.14 -1.21
C 0.33 4.94 -1.45
C -0.94 4.35 -1.49
C -1.07 3.01 -1.26
N 0.03 2.24 -0.99
Sb -3.01 2.04 -1.30
C -2.13 0.58 -2.67
C -2.93 0.22 -3.72
C -2.32 -0.37 -4.83
C -0.94 -0.42 -4.89
C -0.17 -0.01 -3.81
C 1.31 0.18 -3.98
N -0.79 0.38 -2.67
C -2.54 1.49 0.76
C -3.54 1.66 1.69
C -3.19 1.63 3.04
C -1.86 1.55 3.39
C -0.88 1.40 2.42
C 0.57 1.50 2.77
N -1.25 1.29 1.12
H 3.17 1.97 -1.50
H 2.17 0.84 -0.63
H 2.93 2.17 0.23
H 2.43 4.56 -1.19
H 0.45 6.00 -1.63
H -1.82 4.95 -1.70
H -3.99 0.39 -3.70
H -2.92 -0.70 -5.67
H -0.44 -0.74 -5.79
H 1.45 0.92 -4.77
H 1.80 -0.74 -4.29
H 1.79 0.56 -3.08
H -4.56 1.81 1.38
H -3.96 1.73 3.80
H -1.56 1.63 4.43
H 0.77 2.52 3.10
H 1.21 1.30 1.92
H 0.85 0.83 3.59
O -3.37 -1.50 0.92
C -2.22 -1.39 0.69
O -1.72 -0.93 -0.54
C -1.10 -1.71 1.61
C -1.32 -2.53 2.70
C -0.24 -2.89 3.45
C 1.04 -2.43 3.09
C 2.19 -2.82 3.84
C 3.42 -2.36 3.50
C 3.56 -1.48 2.40
C 2.48 -1.10 1.66
C 1.19 -1.57 1.98
N 0.08 -1.20 1.25
H -2.33 -2.87 2.91
H -0.35 -3.54 4.31
H 2.06 -3.49 4.69
H 4.29 -2.66 4.07
H 4.55 -1.11 2.14
H 2.62 -0.44 0.83
N -0.43 -3.53 -0.89
C 0.83 -3.18 -1.10
N 1.76 -4.12 -1.13
S 1.35 -1.55 -1.40
H -0.71 -4.49 -0.81
H -1.16 -2.84 -1.03
H 1.54 -5.10 -1.10
H 2.73 -3.86 -1.27
```

=====

[6]
C29H28N7NdOS3 | the ωB97M-V functional and the def2-TZVPD basis

Values from the calculation:
Relative energy (zero: lowest compared OMol25 entry of this formula, charge and spin)   4.8 kcal per mole
Multiplicity   4
Max |F|   0.836 eV Å⁻¹
E_LUMO (spin up / spin down)   -6.051 / -6.042 eV
Total charge   +2
Gap between HOMO and LUMO (spin up / spin down)   6.9587 / 6.9708 eV

The geometry in XYZ format:
```
69
C29H28N7NdOS3 the ωB97M-V functional and the def2-TZVPD basis
Nd -0.25 1.10 -2.13
C 4.77 3.84 -2.04
S 3.28 4.83 -1.87
C 1.99 3.67 -1.86
S 2.33 1.95 -1.94
N 0.84 4.27 -1.69
N -0.26 3.47 -1.84
C -1.38 3.98 -1.49
C -2.64 3.23 -1.67
C -3.83 3.77 -1.23
C -5.00 3.06 -1.42
C -4.95 1.82 -2.04
C -3.72 1.35 -2.44
N -2.58 2.03 -2.27
H 5.56 4.58 -2.21
H 4.71 3.18 -2.90
H 4.99 3.28 -1.14
H -1.41 4.98 -1.05
H -3.84 4.75 -0.76
H -5.95 3.47 -1.10
H -5.84 1.24 -2.22
H -3.64 0.39 -2.94
S -0.23 -5.78 -1.87
C -0.11 -4.06 -2.11
C 1.02 -3.29 -1.84
C 0.98 -1.94 -2.08
N -0.10 -1.30 -2.57
C -1.18 -2.05 -2.84
C -1.23 -3.41 -2.63
C 1.37 -6.19 -1.23
C 1.57 -6.30 0.13
C 2.84 -6.64 0.58
N 3.87 -6.87 -0.24
C 3.65 -6.79 -1.55
C 2.42 -6.45 -2.10
H 1.93 -3.74 -1.45
H 1.86 -1.33 -1.88
H -2.03 -1.54 -3.27
H -2.13 -3.95 -2.88
H 0.77 -6.12 0.83
H 3.04 -6.74 1.64
H 4.49 -7.00 -2.20
H 2.28 -6.41 -3.17
C -0.90 0.76 4.67
N -1.31 0.47 3.30
N -0.59 0.89 2.21
C -1.20 0.43 1.10
O -0.72 0.71 -0.07
C -2.34 -0.27 1.48
C -2.37 -0.23 2.87
C -3.35 -0.82 3.83
C 0.59 1.70 2.29
C 0.48 3.00 2.77
C 1.62 3.80 2.81
C 2.83 3.30 2.35
C 2.92 2.01 1.86
C 1.80 1.19 1.84
H 0.19 0.82 4.72
H -1.24 -0.05 5.30
H -1.33 1.70 5.02
H -3.05 -0.75 0.83
H -4.17 -1.27 3.28
H -3.76 -0.06 4.50
H -2.88 -1.59 4.43
H -0.48 3.38 3.10
H 1.55 4.81 3.19
H 3.71 3.93 2.38
H 3.87 1.62 1.50
H 1.85 0.18 1.47
```

=====

[7]
C29H28N9OS2Tc | the ωB97M-V functional and the def2-TZVPD basis

Values from the calculation:
Relative energy (zero: lowest compared OMol25 entry of this formula, charge and spin)   3.8 kcal per mole
Multiplicity   2
Max |F|   1.318 eV Å⁻¹
E_LUMO (spin up / spin down)   -10.379 / -11.005 eV
Total charge   +3
Gap between HOMO and LUMO (spin up / spin down)   5.6313 / 4.9661 eV

The geometry in XYZ format:
```
70
C29H28N9OS2Tc the ωB97M-V functional and the def2-TZVPD basis
Tc -0.68 -0.19 1.03
N -2.28 3.40 -0.89
C -1.60 2.41 -0.37
S -2.37 0.87 -0.10
N -0.32 2.64 -0.03
N 0.26 1.62 0.58
C 1.56 1.77 0.90
C 2.36 2.93 0.57
C 1.89 4.23 0.82
C 2.70 5.32 0.54
C 3.95 5.12 -0.04
C 4.42 3.84 -0.31
C 3.64 2.75 0.02
C 2.12 0.61 1.61
C 3.37 0.62 2.21
C 3.80 -0.52 2.89
C 2.97 -1.62 2.95
C 1.72 -1.56 2.36
N 1.30 -0.47 1.72
H -3.21 3.26 -1.26
H -1.78 4.23 -1.18
H 0.92 4.39 1.26
H 2.35 6.32 0.76
H 4.57 5.98 -0.28
H 5.38 3.70 -0.77
H 4.00 1.75 -0.21
H 3.99 1.50 2.17
H 4.78 -0.53 3.36
H 3.27 -2.53 3.47
H 1.03 -2.39 2.42
N 0.67 -2.65 -2.28
C 0.60 -1.71 -1.37
N -0.31 -1.68 -0.42
C -1.25 -2.73 -0.34
N -2.09 -2.79 0.65
N -1.90 -1.74 1.52
C -2.55 -1.68 2.63
C -2.25 -0.55 3.49
C -2.84 -0.37 4.72
C -2.46 0.72 5.50
C -1.50 1.59 5.02
C -0.95 1.36 3.77
N -1.31 0.32 3.01
C -1.25 -3.75 -1.36
C -2.18 -4.79 -1.40
C -2.11 -5.74 -2.39
C -1.11 -5.68 -3.36
C -0.18 -4.66 -3.35
C -0.25 -3.70 -2.35
H 1.40 -2.60 -2.98
H 1.32 -0.91 -1.42
H -3.28 -2.44 2.89
H -3.58 -1.08 5.07
H -2.92 0.88 6.47
H -1.18 2.45 5.59
H -0.20 2.02 3.35
H -2.95 -4.83 -0.64
H -2.84 -6.54 -2.42
H -1.06 -6.44 -4.13
H 0.61 -4.62 -4.10
C -0.15 0.49 -5.07
S -1.15 0.47 -3.58
C -2.73 0.18 -4.36
O -1.17 1.86 -3.02
H -0.56 1.23 -5.76
H -0.16 -0.50 -5.52
H 0.86 0.78 -4.78
H -2.75 -0.82 -4.79
H -2.90 0.93 -5.14
H -3.49 0.27 -3.59
```

=====

> What is the total charge in the sixth record?

+2